The following is a DFT calculation (ωB97M-V/def2-TZVPD) of a cluster of 7 separate species, C55H54INO16P in total.

XYZ file:
```
128
Properties=species:S:1:pos:R:3:forces:R:3
C 8.53944 -6.48866 6.25042 0.04 0.00 -0.09
H -4.18202 -0.90869 3.67277 0.19 -0.19 -0.09
O 1.55559 -1.32881 0.09632 -0.87 -0.49 1.63
C 7.00642 -3.92172 1.17078 -0.05 0.10 -0.13
C 0.43175 3.45712 1.97352 -0.08 0.99 -0.36
C -1.42645 -1.16862 3.06628 0.02 0.57 -1.45
O 0.97392 1.15567 -1.44587 0.04 -0.24 0.32
C 2.51321 1.64715 2.07742 0.84 -0.88 0.15
H -2.22568 -0.44518 2.85563 -0.20 -0.30 0.78
O 7.43310 -6.20280 8.30838 -0.02 0.03 -0.03
H -3.40687 0.47884 -1.22371 0.06 -0.25 0.04
C -4.39372 -1.90651 3.27886 -0.71 -1.07 -0.35
O 0.25775 12.13316 -7.11668 0.02 -0.03 0.01
C -5.53828 -4.62747 -1.82285 -0.09 -0.03 0.10
H -2.83949 -1.86319 7.96770 0.06 0.07 -0.25
C -3.27747 3.70583 -5.17432 0.00 -0.04 -0.03
C -4.81731 -1.85576 1.77931 -0.34 1.07 0.57
H -5.78040 -2.36506 1.67200 0.30 -0.12 -0.18
O -3.16690 2.62465 -4.62955 0.08 0.05 0.06
C 0.65142 1.28566 -2.61583 -0.14 -0.14 -0.20
H -2.10966 -2.70660 1.78691 0.22 0.28 0.16
H -6.02500 -0.07245 1.81186 0.04 0.13 -0.53
H 7.94798 -4.44981 1.21809 -0.02 -0.03 0.02
C 4.40928 -2.72444 1.00706 -0.18 -0.18 0.05
N -0.75653 -0.77556 4.33837 0.69 0.33 1.22
H 1.09645 0.06342 4.95556 -0.65 -0.15 0.41
H -4.65448 4.52800 -3.68017 0.01 -0.04 -0.01
H 1.16620 -0.60590 -0.43686 0.45 0.41 -0.50
H 6.60178 -3.87158 7.53341 0.02 -0.04 0.04
C 0.89272 2.55417 -3.33646 0.02 0.08 0.06
O -0.73728 -2.30358 -0.18850 -0.67 0.12 0.05
O 5.53351 -0.69981 1.40536 -0.11 -0.03 0.09
C -2.67394 5.19592 -7.02529 0.01 -0.01 0.01
C 7.70347 -5.74108 7.22224 0.02 -0.07 0.09
H 9.44492 -6.50796 4.33610 0.00 0.03 -0.02
H 7.79053 -1.98631 1.51664 -0.02 0.01 0.02
H -0.61674 -2.38061 7.05107 0.04 0.10 -0.33
O 0.76374 -3.33194 1.57042 0.89 1.23 0.11
C 0.00562 0.18005 -3.35740 0.03 -0.03 0.05
C 0.54174 2.69775 -4.61133 0.01 0.06 0.05
H 1.50266 -3.68199 1.04405 -0.09 -0.30 0.24
C -1.42329 -2.24164 6.31873 -0.17 0.44 0.25
C 5.79983 -4.74610 0.91948 0.11 -0.12 -0.04
H -3.62557 -3.87259 3.03291 0.10 0.09 0.22
C 0.54249 8.08500 -7.54758 0.00 -0.02 -0.03
C -3.28828 -2.94997 3.52686 -0.20 0.18 -0.21
C -4.25449 5.95609 -5.19149 -0.03 -0.02 0.07
C -5.82391 -4.93916 -3.24506 0.04 0.01 -0.09
H 7.15875 -2.91821 5.30187 0.04 0.00 -0.03
H -0.78972 1.83060 2.60365 0.10 0.22 -0.11
C 8.83642 -5.97820 5.05788 -0.01 -0.06 0.04
H -0.16246 -0.73923 -2.80735 -0.01 0.00 0.02
P 0.26388 -1.99192 0.83882 -0.81 -0.25 -2.30
H -2.85588 0.10875 0.44442 -0.29 0.22 -0.06
H -1.81913 10.60177 -7.40869 0.02 0.02 0.00
C 0.21897 2.15716 2.33480 -1.12 -0.84 0.52
H -5.13716 -4.87707 -5.24776 0.04 0.01 -0.01
H 0.70876 3.61730 -5.15917 -0.01 -0.02 -0.04
C -3.64203 -4.02256 -3.89259 -0.02 -0.01 -0.06
H 3.35876 0.95898 2.11994 -0.17 0.05 -0.09
C -1.94358 -2.59399 2.86671 -0.20 -0.25 0.59
C -0.86710 10.08628 -7.40966 -0.02 -0.06 0.00
H 3.72246 3.31342 1.43048 0.01 -0.40 0.14
C -5.04674 -0.35318 1.40458 0.42 -0.53 0.23
C 1.24075 1.22046 2.38534 0.06 0.12 0.24
H -2.15369 5.43784 -7.94367 0.01 0.02 0.02
H 1.90814 4.89280 1.33816 -0.05 -0.15 0.01
O -4.92819 -0.02736 0.03297 0.27 0.10 0.80
C -1.25281 -0.79632 5.73401 -0.72 -0.72 0.60
H -4.30470 0.25883 1.95556 -0.12 -0.10 -0.07
C -0.77308 8.76663 -7.55148 -0.01 0.01 -0.03
C 4.49260 -4.04299 0.84977 -0.06 0.15 0.04
C 7.50763 -3.89302 5.61962 -0.05 0.03 0.05
C 0.42095 -0.30141 4.18366 1.53 0.10 -1.55
O -3.63852 7.34207 -6.99206 -0.05 -0.02 0.07
O 8.61024 -4.17462 3.56108 0.05 0.01 0.13
H -6.77991 -5.40268 -3.45227 -0.01 0.00 0.04
O 0.62642 6.87909 -7.67322 -0.02 0.01 0.06
C 1.65946 10.24683 -7.24126 0.05 -0.08 0.00
C -3.35752 -3.71313 -2.46974 0.11 0.08 0.11
H -1.15902 -3.32411 3.10949 -0.17 0.15 0.07
H 2.70326 8.40979 -7.38345 -0.02 -0.03 -0.01
H -1.25079 -2.97625 5.52633 -0.21 0.11 0.10
H -0.82067 -0.47532 -5.19325 -0.02 0.02 -0.02
C 7.21012 -4.40195 6.81179 -0.03 0.08 -0.07
C 1.71136 3.86691 1.63304 -0.28 0.14 0.14
H 8.88921 -7.46287 6.56694 -0.02 0.01 0.04
H -3.23013 -3.18924 4.59183 0.25 0.13 -0.18
C 0.93291 -0.22194 2.76290 -1.81 0.78 0.24
H -4.87483 6.74655 -4.78825 0.01 0.02 -0.04
H 1.36550 3.34782 -2.77172 0.01 -0.02 0.02
H -2.40133 -3.24734 -2.25940 0.01 -0.02 0.01
H -4.03749 -3.77118 -0.47046 -0.05 -0.06 0.02
C -0.35711 -0.73263 2.01554 1.56 -1.61 -0.06
C -4.94555 -4.65854 -4.20500 -0.08 -0.04 0.03
O -6.33847 -4.88040 -0.94720 0.03 0.02 0.00
C 5.61912 -1.90374 1.26063 0.10 0.13 -0.02
H -4.09098 -2.36773 1.14285 -0.03 0.31 0.01
H -0.38031 4.17739 1.91633 0.00 -0.25 0.13
C -2.55721 4.00975 -6.43376 -0.02 0.01 -0.08
H 1.83348 -0.82730 2.60492 -0.22 -0.03 0.21
C 0.34127 10.93124 -7.24421 -0.04 0.09 0.00
O -2.83932 -3.76421 -4.76333 0.01 0.03 0.02
H -1.64278 8.13396 -7.67362 -0.01 0.04 -0.01
C 8.34301 -4.64162 4.64965 0.07 -0.03 -0.03
C -4.13647 4.77062 -4.59957 -0.04 0.04 0.03
C 1.75211 8.92721 -7.38254 0.06 0.04 0.01
H -0.49047 -0.31274 6.34074 -0.12 0.20 -0.33
I -2.97713 0.49844 5.97952 0.47 -0.06 -0.30
H 2.52969 10.87911 -7.11889 -0.03 0.04 0.00
H -0.82748 -0.01452 1.33906 0.49 0.13 0.10
C -0.10690 1.59044 -5.35900 -0.05 -0.01 -0.02
H -3.61806 -2.45684 6.46655 0.15 0.24 0.13
O 5.87152 -5.94664 0.77738 -0.07 0.03 0.03
O -0.43030 1.72225 -6.51733 0.13 -0.10 -0.01
H 3.46076 -2.19928 0.95495 0.22 0.10 -0.06
H -3.37977 -1.22440 -0.57924 0.28 0.33 -0.29
H -2.68300 -3.53613 7.47016 0.05 0.22 -0.06
H -5.27273 -2.26368 3.83396 0.22 0.22 0.08
C -4.23495 -3.99353 -1.51041 0.10 0.03 -0.15
C -3.56662 -0.16494 -0.35586 -0.37 -0.50 -0.32
C -0.34656 0.31974 -4.63193 -0.03 -0.08 0.02
C -2.72167 -2.50484 7.09144 0.01 -0.84 -0.10
H -1.93765 3.21955 -6.83679 -0.05 0.05 -0.01
C 6.92116 -2.60303 1.33020 -0.01 -0.04 -0.06
C 2.73497 2.95112 1.70588 0.79 0.90 -0.47
C -3.53190 6.26072 -6.45137 0.02 -0.02 -0.08
H 3.62448 -4.66552 0.66455 0.07 -0.10 -0.03
```
Positions in Å, forces in eV/Å.

## Properties
Multiplicity   1
Molecular weight   1142.9 g/mol
Gap between HOMO and LUMO   7.3 eV
HOMO   -11.29 eV
Charge   +1